Computed, not measured: a cluster of 2 separate species, H4S2Si in total in a non-equilibrium geometry, with the ωB97M-V functional and the def2-TZVPD basis.

ORCA input file:
```
! RIJCOSX wB97M-V def2-TZVPD def2/J DEFGRID3
* xyz 0 1
S 2.2429 1.2121 -0.2057
Si 2.1543 -0.6106 0.5635
S 0.7075 -2.0850 -0.1402
H 3.0633 -1.2071 1.5816
H 0.2071 -1.2060 -0.9813
H 0.7912 1.1709 -2.7504
H 0.3529 0.6142 -3.0281
*
```

Calculated values
highest occupied orbital energy = -9.34 eV
energy = -29612.842 eV
E_LUMO = -0.551 eV
F_max = 0.03126 hartree/bohr
energy relative to the best compared isomer or geometry (same formula, charge and spin) = 21.1 kcal per mole
SMILES string = S=[SiH]S.[H][H]
orbital gap = 0.3230 Ha


Computed, not measured: a cluster of 2 separate species, H4S2Si in total in a non-equilibrium geometry, with the ωB97M-V functional and the def2-TZVPD basis.

ORCA input file:
```
! RIJCOSX wB97M-V def2-TZVPD def2/J DEFGRID3
* xyz 0 1
Si 0.6615 -0.0289 -0.4480
S -2.9305 -0.4382 0.0184
S -0.4718 1.7504 0.3776
H 2.0544 0.1724 -0.1087
H 0.5159 -1.1867 0.4679
H 0.0131 -0.5008 -1.7098
H -1.8211 -0.8622 -0.7235
*
```

Calculated values
highest occupied orbital energy (alpha / beta) = -9.63 / -9.55 eV
energy = -29609.209 eV
E_LUMO (alpha / beta) = -3.753 / -3.757 eV
F_max = 0.05863 hartree/bohr
energy relative to the best compared isomer or geometry (same formula, charge and spin) = 104.9 kcal per mole
orbital gap (alpha / beta) = 0.2159 / 0.2127 Ha


Computed, not measured: a cluster of 2 separate species, H4S4 in total, with the ωB97M-V functional and the def2-TZVPD basis.

ORCA input file:
```
! RIJCOSX wB97M-V def2-TZVPD def2/J DEFGRID3
* xyz 0 1
S -1.6835 -0.4857 0.4307
S -1.7545 -1.7576 -1.1873
H -0.6160 -1.0307 0.9762
H -2.0860 -0.8318 -2.0937
S 1.8494 0.0615 -0.0387
S 1.7990 2.1054 0.2588
H 2.0191 -0.2652 1.2487
H 0.4725 2.2040 0.4052
*
```

Calculated values
highest occupied orbital energy = -8.74 eV
energy = -43405.412 eV
E_LUMO = 0.220 eV
F_max = 0.01886 hartree/bohr
energy relative to the best compared isomer or geometry (same formula, charge and spin) = 4.4 kcal per mole
SMILES string = SS.SS
orbital gap = 0.3292 Ha


Computed, not measured: a structure of composition H4SSi in a non-equilibrium geometry, with the ωB97M-V functional and the def2-TZVPD basis.

ORCA input file:
```
! RIJCOSX wB97M-V def2-TZVPD def2/J DEFGRID3
* xyz 0 1
Si 0.7463 0.3346 0.1137
S -1.9781 0.0975 0.1131
H 0.7402 -0.9373 -0.4464
H 1.2655 1.3312 -0.8244
H 1.3831 0.2601 1.5523
H -2.1570 -1.0860 -0.5082
*
```

Calculated values
highest occupied orbital energy = -8.99 eV
energy = -18775.962 eV
E_LUMO = -0.642 eV
F_max = 0.05614 hartree/bohr
energy relative to the best compared isomer or geometry (same formula, charge and spin) = 41.8 kcal per mole
orbital gap = 0.3068 Ha


Computed, not measured: a cluster of 2 separate species, H4SSi2 in total in a non-equilibrium geometry, with the ωB97M-V functional and the def2-TZVPD basis.

ORCA input file:
```
! RIJCOSX wB97M-V def2-TZVPD def2/J DEFGRID3
* xyz 0 1
Si 2.2976 -0.0706 0.2714
Si -1.4886 0.5453 -0.0259
S -2.0030 -1.3766 -0.0402
H 1.1643 -0.4641 1.0436
H 2.4993 -1.2185 -0.8753
H -1.4571 1.3612 1.0456
H -1.0125 1.2232 -1.4193
*
```

Calculated values
highest occupied orbital energy = -8.65 eV
energy = -26651.358 eV
E_LUMO = -1.721 eV
F_max = 0.10200 hartree/bohr
energy relative to the best compared isomer or geometry (same formula, charge and spin) = 80.6 kcal per mole
orbital gap = 0.2548 Ha


Computed, not measured: a cluster of 25 separate species, H50O25 in total in a non-equilibrium geometry, with the ωB97M-V functional and the def2-TZVPD basis.

ORCA input file:
```
! RIJCOSX wB97M-V def2-TZVPD def2/J DEFGRID3
* xyz 0 1
O -4.5165 -18.1752 -10.3565
H -3.8179 -18.6138 -10.8811
H -5.3513 -18.2530 -10.9045
O 1.7595 -14.2485 -13.6249
H 1.8176 -14.5927 -12.7242
H 1.0931 -13.5287 -13.5397
O -0.2233 -11.1607 -15.1533
H 0.4180 -10.6877 -15.7062
H -0.9360 -11.3416 -15.7495
O 2.1773 -16.0138 -15.7291
H 1.2487 -15.8414 -15.9944
H 2.3554 -15.3356 -15.0368
O -0.1212 -15.3799 -16.9832
H -0.6281 -14.5908 -16.6404
H 0.3895 -15.1266 -17.7427
O -4.9095 -12.9221 -15.1938
H -4.5827 -12.2523 -14.5930
H -4.2330 -13.2012 -15.7795
O -7.1065 -19.0796 -15.0000
H -7.0441 -18.2139 -15.4314
H -6.2796 -19.5193 -15.1966
O -5.6078 -15.0867 -7.4528
H -6.3832 -15.4242 -7.8926
H -5.0140 -15.8462 -7.3231
O -2.3553 -17.6017 -16.8505
H -1.6405 -16.9522 -16.8835
H -2.1641 -18.1742 -16.0814
O -6.4794 -16.3005 -15.8096
H -5.5614 -16.2085 -15.5050
H -6.4616 -15.7269 -16.6124
O -3.7144 -11.1117 -13.6980
H -3.5943 -11.3663 -12.7434
H -4.2629 -10.3508 -13.5345
O -7.0516 -18.4455 -12.1091
H -7.1293 -18.5937 -13.0649
H -7.7857 -17.9115 -11.8611
O 2.2035 -15.9941 -11.5840
H 1.5541 -16.1188 -10.8465
H 1.9458 -16.6805 -12.2338
O -0.9586 -12.7143 -12.9207
H -0.8271 -11.9615 -13.5157
H -1.2466 -12.3368 -12.0774
O -3.0746 -11.7171 -10.8487
H -3.1370 -10.8986 -10.3639
H -3.4666 -12.4250 -10.2427
O 1.7212 -17.9457 -14.1392
H 2.1363 -17.3304 -14.7929
H 2.0884 -18.8123 -14.2091
O -6.3383 -14.6088 -13.1882
H -5.7493 -14.0367 -13.7628
H -6.8102 -15.0594 -13.8806
O -3.9301 -13.8718 -9.4650
H -4.4138 -14.2491 -8.7061
H -4.1034 -14.5062 -10.2081
O -2.4661 -19.7878 -12.0094
H -1.9956 -19.4785 -12.7764
H -1.7999 -20.0533 -11.4105
O -3.8286 -15.6845 -15.6265
H -3.3839 -15.5283 -14.8094
H -3.2843 -16.3834 -16.0967
O -2.1671 -15.3252 -13.3199
H -2.9427 -15.2647 -12.7096
H -1.5947 -14.5281 -13.1968
O -1.9367 -13.2773 -16.2278
H -2.1252 -13.4683 -15.3016
H -2.5667 -13.8377 -16.6664
O -3.8276 -17.8714 -7.5999
H -4.1091 -18.6299 -7.0831
H -4.0862 -18.1225 -8.4829
O -4.3278 -15.5150 -11.5641
H -4.2949 -16.4099 -11.2297
H -5.1449 -15.5496 -12.1212
O -1.1919 -18.0610 -14.2032
H -0.2165 -17.9016 -14.2442
H -1.5105 -17.2984 -13.7160
*
```

Calculated values
highest occupied orbital energy = -10.96 eV
energy = -52004.757 eV
E_LUMO = 0.038 eV
F_max = 0.04214 hartree/bohr
energy relative to the best compared isomer or geometry (same formula, charge and spin) = 0.0 kcal per mole
orbital gap = 0.4041 Ha


Computed, not measured: a structure of composition H50O29PbS in a non-equilibrium geometry, with the ωB97M-V functional and the def2-TZVPD basis.

ORCA input file:
```
! RIJCOSX wB97M-V def2-TZVPD def2/J DEFGRID3
* xyz 0 1
Pb -0.3786 -0.1452 -0.0784
S -1.4552 3.1349 1.4717
O -2.5349 2.5873 2.3003
O -0.5492 2.0566 1.0132
O -2.0008 3.6567 0.2200
O -0.6925 4.1487 2.2274
O 2.1342 2.7099 -0.0268
H 2.3363 3.6265 -0.2146
H 1.2489 2.7290 0.3366
O -2.8203 -0.3281 -1.2303
H -3.4950 -1.0071 -1.2376
H -3.2798 0.4638 -0.9509
O 4.6989 -1.9241 1.4325
H 5.3049 -1.8313 0.6974
H 4.0035 -1.2917 1.2516
O 2.5637 -0.3480 -3.8236
H 3.4828 -0.0814 -3.8060
H 2.3856 -0.5347 -4.7454
O -2.0755 -0.4603 1.7679
H -2.5900 -1.0361 2.3335
H -2.0269 0.3665 2.2477
O 3.7656 -2.0543 -1.8622
H 4.4404 -2.6324 -2.2182
H 3.6040 -1.4171 -2.5580
O 0.5660 0.0222 2.5971
H -0.1487 0.4838 3.0356
H 1.3149 0.6138 2.6709
O -1.2421 1.3554 4.1319
H -1.6734 1.8408 3.4286
H -0.8091 2.0282 4.6573
O 3.1472 1.4845 2.9361
H 2.8298 2.2160 2.4065
H 3.2809 1.8589 3.8068
O -0.4065 -3.9035 3.1774
H 0.4449 -4.0203 3.5989
H -1.0360 -3.9238 3.8982
O -0.6105 -3.6520 -3.5606
H 0.0444 -4.2209 -3.1561
H -0.5946 -3.8893 -4.4878
O 2.9446 2.7751 -3.0655
H 2.2310 2.7684 -3.7034
H 2.5454 3.1092 -2.2622
O 0.7171 -1.7066 4.6426
H 0.5247 -1.0435 3.9796
H 0.9939 -2.4738 4.1415
O 0.4828 -1.3604 -2.1420
H 0.0979 -2.0632 -2.6657
H 1.0800 -0.9136 -2.7419
O -5.1033 1.6249 1.9149
H -4.2709 2.0187 2.1762
H -5.5134 1.3617 2.7388
O -0.3798 1.7605 -1.7497
H -0.1045 2.6211 -1.4338
H -0.6289 1.9081 -2.6620
O -4.0114 2.2030 -0.4450
H -4.4323 1.9937 0.3888
H -3.4402 2.9448 -0.2460
O 4.3533 0.9562 -1.2589
H 4.2387 1.2957 -2.1465
H 4.1387 1.6952 -0.6897
O -0.6295 5.0648 -1.5149
H -1.1208 4.7142 -0.7721
H 0.0172 5.6499 -1.1202
O -2.8238 -4.1295 -1.8342
H -2.1906 -3.8620 -2.5004
H -3.5581 -3.5254 -1.9447
O -4.0460 1.8914 -3.2670
H -3.2165 1.8496 -3.7429
H -3.8107 2.2327 -2.4043
O 0.1784 -2.7422 0.5314
H 0.9308 -3.2477 0.2238
H 0.0841 -2.9880 1.4517
O 2.3665 -3.9823 0.1259
H 2.7957 -3.5880 -0.6334
H 3.0452 -4.5214 0.5321
O 2.1044 -0.2209 -0.1235
H 2.6398 -0.7902 -0.6762
H 2.5104 0.6422 -0.2038
O -4.1089 -2.7209 0.7748
H -4.1748 -2.3637 -0.1109
H -4.6343 -3.5206 0.7507
*
```

Calculated values
highest occupied orbital energy = -8.66 eV
energy = -76275.940 eV
E_LUMO = -1.075 eV
F_max = 0.05660 hartree/bohr
orbital gap = 0.2787 Ha


Computed, not measured: a cluster of 26 separate species, H52O26 in total in a non-equilibrium geometry, with the ωB97M-V functional and the def2-TZVPD basis.

ORCA input file:
```
! RIJCOSX wB97M-V def2-TZVPD def2/J DEFGRID3
* xyz 0 1
O -1.7988 -2.3169 1.9829
H -0.8467 -2.0968 2.0329
H -1.9310 -3.0068 1.2817
O 2.1565 1.6501 -3.9996
H 2.2848 2.3236 -4.6630
H 1.2069 1.7414 -3.7806
O 0.5949 -5.2987 2.1237
H -0.2541 -4.7860 2.3697
H 1.3371 -4.6887 2.3139
O -0.5053 -2.6172 -3.2726
H -0.2603 -3.4258 -2.8721
H 0.2542 -2.0942 -3.3712
O 3.7850 -3.6499 -2.7381
H 4.0370 -4.3918 -3.3223
H 3.0848 -3.1667 -3.1987
O 2.7377 2.5094 -0.9718
H 2.4991 1.9745 -1.7608
H 2.1144 3.2111 -1.2258
O -0.7361 2.6834 -2.9019
H -1.4276 3.1619 -3.3793
H -1.2197 2.0564 -2.3435
O 1.3143 -2.1518 1.9482
H 1.5836 -1.5571 2.6987
H 2.1046 -2.5022 1.5485
O 0.6879 4.4679 -1.2949
H 0.0295 3.8793 -1.7296
H 0.4653 5.3406 -1.5908
O 0.0634 1.5000 1.1727
H -0.7125 1.8471 1.6751
H 0.3176 2.3050 0.7889
O 2.9917 -2.8043 -0.1498
H 3.7471 -2.9174 -0.7365
H 2.9548 -1.8313 -0.1555
O -1.8631 -4.1703 0.0075
H -2.4811 -4.3221 -0.6667
H -1.0764 -3.8576 -0.4499
O -4.3021 2.5869 -0.5362
H -3.9864 3.2196 0.0866
H -3.5951 1.9163 -0.6877
O 1.7063 2.6814 3.5046
H 1.5365 3.3126 2.7754
H 0.8616 2.6243 3.9424
O -5.4889 1.6641 2.1097
H -6.2940 2.0235 2.4221
H -5.3933 1.9460 1.2006
O -1.7976 2.9454 2.4344
H -2.4611 3.3895 1.8542
H -2.1957 2.0721 2.7223
O 0.7348 -4.5065 -0.9791
H 0.6201 -5.0265 -0.1495
H 1.5101 -3.9315 -0.8785
O 3.4595 -0.0110 0.3227
H 2.7832 0.0663 0.9988
H 3.6931 0.8876 0.1530
O 0.4456 -1.0124 -0.4382
H 0.5210 -1.7365 0.2342
H 0.5723 -0.2315 0.1108
O 1.9596 0.1204 2.9524
H 1.3089 0.5518 2.3566
H 2.2910 0.9362 3.3638
O 1.9434 -1.6362 -3.0479
H 2.0001 -0.8244 -3.5738
H 1.5040 -1.4060 -2.2351
O -2.8524 0.2813 1.6088
H -3.7869 0.4361 1.8278
H -2.6360 -0.6398 1.9328
O -2.0631 0.8279 -1.4450
H -1.4868 0.4175 -0.8057
H -2.2958 0.0648 -2.0195
O -2.7463 -1.0984 -3.6691
H -2.2935 -1.9227 -3.4159
H -2.3109 -0.8944 -4.5013
O -0.5808 1.1719 4.6162
H 0.1633 0.5298 4.4522
H -1.3744 0.5747 4.6448
O 1.2933 4.6795 1.6759
H 1.1496 4.6051 0.7088
H 0.6442 5.3475 2.0015
*
```

Calculated values
highest occupied orbital energy = -10.87 eV
energy = -54083.578 eV
E_LUMO = -0.362 eV
F_max = 0.06171 hartree/bohr
energy relative to the best compared isomer or geometry (same formula, charge and spin) = 17.1 kcal per mole
orbital gap = 0.3861 Ha


Copy entry 7 word for word.
Computed, not measured: a structure of composition H50O29PbS in a non-equilibrium geometry, with the ωB97M-V functional and the def2-TZVPD basis.

ORCA input file:
```
! RIJCOSX wB97M-V def2-TZVPD def2/J DEFGRID3
* xyz 0 1
Pb -0.3786 -0.1452 -0.0784
S -1.4552 3.1349 1.4717
O -2.5349 2.5873 2.3003
O -0.5492 2.0566 1.0132
O -2.0008 3.6567 0.2200
O -0.6925 4.1487 2.2274
O 2.1342 2.7099 -0.0268
H 2.3363 3.6265 -0.2146
H 1.2489 2.7290 0.3366
O -2.8203 -0.3281 -1.2303
H -3.4950 -1.0071 -1.2376
H -3.2798 0.4638 -0.9509
O 4.6989 -1.9241 1.4325
H 5.3049 -1.8313 0.6974
H 4.0035 -1.2917 1.2516
O 2.5637 -0.3480 -3.8236
H 3.4828 -0.0814 -3.8060
H 2.3856 -0.5347 -4.7454
O -2.0755 -0.4603 1.7679
H -2.5900 -1.0361 2.3335
H -2.0269 0.3665 2.2477
O 3.7656 -2.0543 -1.8622
H 4.4404 -2.6324 -2.2182
H 3.6040 -1.4171 -2.5580
O 0.5660 0.0222 2.5971
H -0.1487 0.4838 3.0356
H 1.3149 0.6138 2.6709
O -1.2421 1.3554 4.1319
H -1.6734 1.8408 3.4286
H -0.8091 2.0282 4.6573
O 3.1472 1.4845 2.9361
H 2.8298 2.2160 2.4065
H 3.2809 1.8589 3.8068
O -0.4065 -3.9035 3.1774
H 0.4449 -4.0203 3.5989
H -1.0360 -3.9238 3.8982
O -0.6105 -3.6520 -3.5606
H 0.0444 -4.2209 -3.1561
H -0.5946 -3.8893 -4.4878
O 2.9446 2.7751 -3.0655
H 2.2310 2.7684 -3.7034
H 2.5454 3.1092 -2.2622
O 0.7171 -1.7066 4.6426
H 0.5247 -1.0435 3.9796
H 0.9939 -2.4738 4.1415
O 0.4828 -1.3604 -2.1420
H 0.0979 -2.0632 -2.6657
H 1.0800 -0.9136 -2.7419
O -5.1033 1.6249 1.9149
H -4.2709 2.0187 2.1762
H -5.5134 1.3617 2.7388
O -0.3798 1.7605 -1.7497
H -0.1045 2.6211 -1.4338
H -0.6289 1.9081 -2.6620
O -4.0114 2.2030 -0.4450
H -4.4323 1.9937 0.3888
H -3.4402 2.9448 -0.2460
O 4.3533 0.9562 -1.2589
H 4.2387 1.2957 -2.1465
H 4.1387 1.6952 -0.6897
O -0.6295 5.0648 -1.5149
H -1.1208 4.7142 -0.7721
H 0.0172 5.6499 -1.1202
O -2.8238 -4.1295 -1.8342
H -2.1906 -3.8620 -2.5004
H -3.5581 -3.5254 -1.9447
O -4.0460 1.8914 -3.2670
H -3.2165 1.8496 -3.7429
H -3.8107 2.2327 -2.4043
O 0.1784 -2.7422 0.5314
H 0.9308 -3.2477 0.2238
H 0.0841 -2.9880 1.4517
O 2.3665 -3.9823 0.1259
H 2.7957 -3.5880 -0.6334
H 3.0452 -4.5214 0.5321
O 2.1044 -0.2209 -0.1235
H 2.6398 -0.7902 -0.6762
H 2.5104 0.6422 -0.2038
O -4.1089 -2.7209 0.7748
H -4.1748 -2.3637 -0.1109
H -4.6343 -3.5206 0.7507
*
```

Calculated values
highest occupied orbital energy = -8.66 eV
energy = -76275.940 eV
E_LUMO = -1.075 eV
F_max = 0.05660 hartree/bohr
orbital gap = 0.2787 Ha